This record from the OMol25 dataset describes a 2-piece molecular cluster, C20H13N4O6 overall in a non-equilibrium geometry. The level of theory is ωB97M-V/def2-TZVPD.

```
43
Properties=species:S:1:pos:R:3
C -4.6537 -0.1080 2.9618
C -3.8398 1.0212 2.8553
C -2.4609 0.8891 2.8025
C -1.8628 -0.3984 2.6856
C -0.5075 -0.5513 2.2737
C 0.4780 0.4994 2.4522
C 1.9213 0.1283 2.6965
C 2.8728 1.1645 2.6715
C 4.2309 0.8921 2.8335
C 4.6627 -0.4303 3.0288
C 3.7210 -1.4650 3.0913
C 2.3571 -1.1814 2.9482
O 0.1977 1.7113 2.3529
C -2.7035 -1.5428 2.8556
C -4.0772 -1.3894 2.9754
H -5.7348 0.0127 3.0218
H -4.2742 2.0183 2.8114
H -1.8129 1.7601 2.7465
H -0.1593 -1.5478 1.9994
H 2.5315 2.1877 2.5136
H 4.9460 1.7149 2.8052
H 5.7278 -0.6465 3.1367
H 4.0399 -2.4964 3.2528
H 1.6122 -1.9734 3.0248
H -2.2274 -2.5298 2.8520
H -4.7113 -2.2731 3.0664
O -4.8305 -2.4828 -3.2059
N -3.5979 -2.6395 -3.1521
O -2.9798 -3.4320 -3.8985
C -2.7915 -1.9025 -2.2013
C -1.4144 -2.1015 -2.1472
C -0.6194 -1.3626 -1.2334
N 0.8153 -1.5232 -1.2682
O 1.3226 -2.2469 -2.1495
O 1.5062 -0.9121 -0.4166
C -1.1735 -0.4330 -0.3328
C -2.5360 -0.1193 -0.4815
N -3.2453 0.9502 0.0073
O -4.5409 0.7303 -0.5036
N -4.6220 -0.3519 -1.3587
C -3.3674 -0.8705 -1.3549
H -0.9458 -2.8219 -2.8107
H -0.5640 0.2220 0.2897
```

Its HOMO-LUMO gap is 4.43 eV. The calculation puts the LUMO energy at 0.77 eV. Its total energy is -1440.1548 Ha. Its charge is -1. The value obtained for the HOMO energy is -3.660 eV. The value obtained for the maximum force is 2.937 eV/A. Its energy above the lowest of the compared OMol25 structures with the same formula, charge and spin is 0.0 kcal per mole.

For each atom in turn, the Mulliken charge in e is: -0.413 -0.514 -0.438 0.437 -0.691 1.069 0.366 -0.446 -0.505 -0.325 -0.775 -0.163 -0.818 -0.622 -0.490 0.345 0.365 0.398 0.292 0.382 0.352 0.356 0.349 0.306 0.348 0.352 -0.583 0.920 -0.635 -0.775 -0.211 -1.031 0.967 -0.664 -0.583 -0.309 0.847 -0.458 -0.099 -0.537 1.219 0.591 0.822